A structure of composition C23H21FeN3O4S3Sb in a non-equilibrium geometry, computed with wB97M-V/def2-TZVPD.

As for the spin multiplicity: 2. The calculation puts the HOMO energy (spin up / spin down) at -0.13 / -0.74 eV. The largest force on an atom comes out at 0.0231 Eh/bohr. The HOMO-LUMO gap (spin up / spin down) comes out at 4.419 / 5.028 eV. As for the expectation value of S²: 0.764. The energy above the lowest of the compared OMol25 structures with the same formula, charge and spin is 0.0 kcal per mole. The total energy comes out at -4052.9055 Eh. As for the net charge: -2.

```
56
C23H21FeN3O4S3Sb (wB97M-V/def2-TZVPD)
Fe -0.64839 -0.00126 0.21549
C -0.51333 -3.63430 2.27164
C -0.53017 -2.19840 1.85453
N -0.96063 -1.79556 0.69381
N -1.42550 -2.65248 -0.22566
C -1.70386 -1.92146 -1.33265
O -1.48014 -0.70820 -1.43941
C -2.36810 -2.59855 -2.47790
C -2.97125 -1.80800 -3.45013
C -3.63576 -2.40876 -4.51086
C -3.68265 -3.79229 -4.61928
C -3.05856 -4.58162 -3.65917
C -2.40917 -3.98613 -2.58698
C -0.12258 -1.10105 2.70406
C 0.16773 -1.22697 4.06696
C 0.35219 -0.09421 4.83257
C 0.26133 1.15273 4.22592
C 0.03019 1.20169 2.86265
N -0.12738 0.11678 2.11062
H -0.67068 -4.24754 1.38779
H -1.30857 -3.85786 2.99127
H 0.44190 -3.90111 2.73315
H -2.90841 -0.72663 -3.36173
H -4.11490 -1.78466 -5.25554
H -4.20650 -4.25719 -5.44774
H -3.07458 -5.66263 -3.74721
H -1.92660 -4.58269 -1.82386
H 0.20753 -2.21822 4.50203
H 0.54217 -0.17158 5.89713
H 0.36548 2.06618 4.79509
H -0.03377 2.14279 2.33089
S -4.84902 2.35670 -2.01183
Sb -2.59242 2.19870 -1.43342
S -2.67051 0.85266 0.65726
S -1.50486 1.81006 -3.46949
C 2.04440 6.10700 1.17841
O 3.10817 5.29056 0.72749
C 2.78861 4.01932 0.35105
C 3.88866 3.19768 0.01689
C 3.65897 1.89311 -0.31755
C 2.36869 1.32291 -0.33966
C 2.16027 -0.07725 -0.59908
C 3.27314 -0.98301 -1.08655
O 1.08240 -0.65303 -0.45162
C 1.24325 2.18488 -0.07866
O 0.04436 1.81955 -0.17400
C 1.50989 3.54370 0.28762
H 2.49586 7.03181 1.53128
H 1.49836 5.63462 1.99785
H 1.34056 6.33436 0.37484
H 4.88823 3.61238 0.03361
H 4.51520 1.28016 -0.56538
H 4.24752 -0.50895 -1.16917
H 2.98084 -1.35884 -2.06717
H 3.34134 -1.83666 -0.41288
H 0.65103 4.16676 0.48273
```